No. 1
Molecular formula: C32H44BFN8O
Method: DFT, ωB97M-V/def2-TZVPD

Structure (ORCA input):
```
! RIJCOSX wB97M-V def2-TZVPD def2/J DEFGRID3
* xyz 0 1
C 0.62078 -0.49763 2.36617
C -0.27103 0.44321 2.67723
C 0.01703 1.88971 2.14190
C -0.84999 2.29561 0.87965
C -1.27195 1.00872 0.15161
N -1.62803 -0.00016 -0.19286
N -1.99723 3.08947 1.32622
C -3.14954 2.29154 1.81094
C -4.27842 2.18940 0.69556
C -4.77443 0.72459 0.41834
C -4.64767 0.37341 -1.12481
C -0.04709 3.16725 -0.19233
F 1.25043 3.50562 0.19425
C -0.79380 4.51605 -0.36382
N -1.27680 5.53074 -0.39662
B -0.03365 2.50410 -1.68709
C 1.09829 1.47094 -2.13885
O -0.98214 2.83389 -2.64921
H 1.57412 -0.21097 1.88376
H 0.36813 -1.54863 2.59413
H -1.16860 0.26852 3.28958
H -0.20887 2.57862 2.98844
H 1.11335 1.93204 1.99010
H -1.75316 3.72486 2.08001
H -3.61331 2.89351 2.63020
H -2.89492 1.31077 2.26461
H -5.14509 2.80725 1.01590
H -3.83510 2.67205 -0.20555
H -5.87166 0.72127 0.61873
H -4.27995 -0.05194 1.03121
H -5.62353 0.38135 -1.64859
H -4.24129 -0.66288 -1.20189
H -3.93565 1.03785 -1.65361
H 1.62068 1.07757 -1.23969
H 1.81218 1.92673 -2.85832
H 0.56695 0.61594 -2.61599
H -1.85571 2.96046 -2.23970
N 2.48074 -2.05678 -0.70339
C 1.12429 -2.07128 -0.89912
C 0.73881 -3.37412 -1.08221
C 1.90546 -4.17848 -0.98777
C 2.96324 -3.33976 -0.75098
H 3.03363 -1.23254 -0.54834
H 0.55429 -1.15668 -0.89213
H -0.26866 -3.71310 -1.26274
H 1.96156 -5.25113 -1.08204
H 4.01367 -3.54297 -0.61361
N -8.12522 5.95854 0.79809
C -9.31485 5.38094 1.15228
C -9.41970 4.18774 0.48608
C -8.24523 4.03650 -0.29667
C -7.46545 5.14335 -0.08063
H -7.78829 6.84386 1.13211
H -9.98179 5.86845 1.84426
H -10.24664 3.49912 0.55345
H -8.00011 3.20946 -0.94412
H -6.50181 5.42153 -0.47562
N 6.43955 -2.08542 -0.24618
C 7.32777 -1.69431 0.72030
C 8.40033 -2.54380 0.67666
C 8.15452 -3.48261 -0.36080
C 6.93960 -3.17378 -0.91309
H 5.55932 -1.64271 -0.43622
H 7.11722 -0.84798 1.35386
H 9.26655 -2.49758 1.31673
H 8.79713 -4.29251 -0.66659
H 6.38812 -3.63157 -1.71845
N 4.81322 -2.59058 3.37685
C 5.51927 -3.54018 4.06309
C 5.59441 -3.14553 5.37335
C 4.90192 -1.91159 5.48383
C 4.42918 -1.59646 4.23700
H 4.60813 -2.61887 2.39369
H 5.90703 -4.41101 3.56047
H 6.09036 -3.68309 6.16551
H 4.76573 -1.32265 6.37677
H 3.85541 -0.75317 3.88767
N 0.69541 -2.68914 -4.27797
C 0.90433 -3.87370 -4.92798
C 0.14442 -3.87017 -6.06974
C -0.54625 -2.63191 -6.11255
C -0.18354 -1.92451 -4.99524
H 1.12200 -2.42222 -3.40628
H 1.57273 -4.61558 -4.52229
H 0.09114 -4.66738 -6.79396
H -1.23076 -2.29751 -6.87578
H -0.47555 -0.94598 -4.64921
*
```

Output
LUMO energy = -0.10 eV
orbital gap = 7.97 eV
maximum force = 0.0975 Eh/bohr
electronic energy = -1883.647149 Eh
SMILES string = C=CC[C@@](C#N)(NCCCC)[C@](F)(C#N)B(C)O.c1cc[nH]c1.c1cc[nH]c1.c1cc[nH]c1.c1cc[nH]c1.c1cc[nH]c1



No. 2
Molecular formula: CH4P2
Method: DFT, ωB97M-V/def2-TZVPD

Structure (ORCA input):
```
! RIJCOSX wB97M-V def2-TZVPD def2/J DEFGRID3
* xyz 0 1
C -0.22228 0.24341 -0.18986
P -1.88379 -0.09547 0.17950
P 0.63401 -1.32319 -0.12523
H 0.19185 1.31188 -0.41786
H -2.17026 1.32215 0.21825
H 1.54264 -1.21559 -1.02137
H 1.90784 -0.24320 1.35658
*
```

Output
LUMO energy (spin up / spin down) = -1.08 / -1.08 eV
orbital gap (spin up / spin down) = 7.82 / 7.82 eV
maximum force = 0.1006 Eh/bohr
electronic energy = -723.022210 Eh



No. 3
Molecular formula: C8H41BO21
Method: DFT, ωB97M-V/def2-TZVPD

Structure (ORCA input):
```
! RIJCOSX wB97M-V def2-TZVPD def2/J DEFGRID3
* xyz 0 1
C -0.70233 -2.50563 -1.50373
C -0.30120 -1.23946 -1.14723
C -0.18649 -0.82667 0.29889
C 1.16630 -0.61097 0.91301
C 2.38339 -1.10449 0.64586
C 2.79913 -2.06416 -0.41023
B 3.28151 -1.33028 -1.75097
O 2.48267 -0.47106 -2.46220
O 4.56267 -1.54376 -2.22999
C 3.30911 -0.54214 1.65920
O 4.45926 -0.80854 1.86499
O 2.62900 0.36004 2.43787
C 1.30181 0.28785 2.09464
O 0.45097 0.87679 2.69699
H -0.10138 -3.39520 -1.34374
H -1.66338 -2.65690 -1.99241
H -0.03404 -0.51600 -1.91223
H -0.76557 -1.49516 0.93340
H -0.69051 0.14144 0.34020
H 3.64369 -2.64686 -0.03444
H 1.97986 -2.75948 -0.58388
H 2.00438 -0.93831 -3.15865
H 4.74583 -2.48248 -2.09954
O -1.35116 2.48446 0.63480
H -2.26259 2.28491 0.87946
H -0.82886 2.17172 1.38224
O -2.25282 3.20209 -2.19717
H -1.95312 2.90985 -1.32705
H -1.48505 3.60925 -2.61163
O 6.57129 -0.65928 -0.29718
H 6.21974 -1.07060 0.49928
H 5.79812 -0.29667 -0.74118
O -2.18121 -4.27386 0.28707
H -2.71526 -5.02556 0.00770
H -2.18276 -4.31544 1.25059
O 5.26514 2.07135 -0.76902
H 5.62852 1.85957 0.09864
H 5.98430 2.52619 -1.21718
O 2.45208 -1.75653 -5.25424
H 3.21183 -1.17998 -5.10806
H 2.45955 -1.92722 -6.20037
O -5.08299 2.95582 -2.22518
H -4.23962 3.42437 -2.13071
H -5.16305 2.79481 -3.16920
O -7.44886 0.81665 -1.83637
H -6.77462 1.50039 -1.73581
H -8.27817 1.27602 -1.66931
O -8.15433 1.62156 1.38450
H -7.70326 1.18751 0.64882
H -7.95380 2.55561 1.25945
O -5.86642 3.22212 1.97850
H -6.40680 2.70457 2.58747
H -5.71418 4.05674 2.43284
O -1.82114 4.76468 -4.51678
H -2.34009 5.57420 -4.49657
H -2.32819 4.16574 -5.07302
O -2.45152 -6.34509 -1.66484
H -1.65449 -6.53196 -2.16930
H -2.94189 -5.72981 -2.22063
O 2.25393 3.67168 3.34790
H 1.67261 2.94345 3.10812
H 2.39071 3.55675 4.29763
O 6.08473 -0.95589 4.49313
H 6.24485 -1.88854 4.66144
H 5.36709 -0.94671 3.84822
O -0.42774 -5.08597 2.44254
H -0.15251 -5.59195 1.67130
H 0.16356 -5.36373 3.14849
O 1.90651 3.53046 6.34992
H 2.55667 4.22117 6.51781
H 1.05766 3.95974 6.49652
*
```

Output
LUMO energy = -0.99 eV
orbital gap = 6.91 eV
maximum force = 0.0413 Eh/bohr
electronic energy = -1934.319814 Eh



No. 4
Molecular formula: C44H55BrILaN6O7P2Si2
Method: DFT, ωB97M-V/def2-TZVPD

Structure (ORCA input):
```
! RIJCOSX wB97M-V def2-TZVPD def2/J DEFGRID3
* xyz -2 1
La -0.54812 0.44961 -0.41615
C 5.82503 -2.19150 2.10147
Si 4.00629 -2.40873 1.62152
C 4.05771 -3.63142 0.20278
C 3.21777 -3.29997 3.07974
N 3.07313 -1.04791 1.29781
P 3.24380 0.31051 0.48480
C 1.82706 1.17229 0.14139
P 1.41758 2.73037 0.60304
N -0.09533 3.04507 0.17522
Si -0.66736 4.02484 -1.11689
C -0.13077 3.37922 -2.79799
C -2.51255 4.23845 -0.91939
C -0.00007 5.80019 -1.09754
C 1.43940 3.03781 2.42972
C 0.23897 2.86365 3.12732
C 0.20788 2.94101 4.51695
C 1.36892 3.22414 5.22912
C 2.55624 3.44149 4.54210
C 2.58799 3.34651 3.15433
C 2.55000 4.04375 -0.02514
C 3.11392 3.84942 -1.28456
C 3.90507 4.82937 -1.87160
C 4.16179 6.01269 -1.18929
C 3.60349 6.21984 0.06718
C 2.79103 5.24641 0.63681
C 4.55401 1.29019 1.34317
C 4.75046 1.08565 2.70652
C 5.67956 1.83462 3.41874
C 6.41982 2.81619 2.77337
C 6.23746 3.03141 1.41070
C 5.31868 2.26495 0.70290
C 4.06353 -0.07578 -1.12434
C 3.29765 -0.11730 -2.28895
C 3.84995 -0.54129 -3.49292
C 5.18992 -0.90247 -3.55332
C 5.97336 -0.84212 -2.40501
C 5.41016 -0.43659 -1.20079
H 6.14580 -3.06043 2.68974
H 6.00896 -1.29386 2.69629
H 6.46179 -2.14345 1.21234
H 4.82468 -4.39892 0.37309
H 4.28730 -3.12101 -0.74067
H 3.09191 -4.13100 0.07923
H 3.65561 -4.29678 3.23280
H 2.14077 -3.42051 2.90962
H 3.34660 -2.72616 4.00644
H -0.98941 3.23158 -3.45868
H 0.57454 4.07703 -3.26512
H 0.37293 2.40811 -2.73045
H -2.90175 3.47003 -0.24874
H -3.02123 4.12622 -1.88489
H -2.74156 5.23060 -0.50840
H 1.03905 5.86727 -1.43608
H -0.06426 6.24245 -0.09360
H -0.61700 6.40735 -1.77522
H -0.66751 2.65841 2.56388
H -0.73191 2.79294 5.03873
H 1.34572 3.28801 6.31152
H 3.46585 3.67594 5.08469
H 3.52011 3.52642 2.63158
H 2.91085 2.91430 -1.80008
H 4.32549 4.66700 -2.85760
H 4.78643 6.77597 -1.63891
H 3.78864 7.14768 0.59646
H 2.33476 5.42644 1.60323
H 4.15385 0.32845 3.20295
H 5.81601 1.66028 4.48025
H 7.13688 3.41179 3.32703
H 6.81004 3.79588 0.89796
H 5.19449 2.42680 -0.35957
H 2.25364 0.17292 -2.25026
H 3.22080 -0.59138 -4.37505
H 5.62319 -1.23229 -4.49074
H 7.02197 -1.11632 -2.44610
H 6.02715 -0.39505 -0.30973
O -0.18408 -1.38106 -4.69054
C -0.77680 -0.96195 -3.69304
O -0.25761 -0.27739 -2.74532
C -2.22800 -1.40959 -3.48218
C -2.23721 -2.47063 -2.36450
C -3.56938 -3.23484 -2.35288
C -4.51511 -2.20222 -1.67954
C -3.57812 -1.00626 -1.52114
O -2.33712 -1.66702 -1.16994
C -3.26251 -0.38339 -2.89185
C -2.75150 1.05514 -2.79650
O -2.89925 1.78963 -3.76778
O -2.22757 1.37347 -1.66172
H -2.55966 -1.83156 -4.42689
H -1.35152 -3.09788 -2.32369
H -3.48612 -4.14884 -1.76442
H -3.87326 -3.50435 -3.36563
H -4.84170 -2.54748 -0.69793
H -5.39608 -1.95932 -2.27620
H -3.84848 -0.29883 -0.74672
H -4.15370 -0.34360 -3.51707
C -3.40403 -2.34657 4.08285
O -2.18229 -1.63484 4.29463
C -1.32632 -1.70445 3.25296
O -1.46389 -2.50405 2.34455
N -0.30576 -0.84165 3.41625
N 0.38339 -0.37615 2.27174
H -3.97188 -2.22754 5.00222
H -3.21548 -3.40004 3.88599
H -3.94192 -1.91018 3.24189
H -0.45830 -0.13804 4.12057
H 1.27103 -0.87762 2.14596
H 0.64643 0.58243 2.46619
Br -2.68549 0.77470 1.51607
I 1.60796 -5.63353 -2.86052
C 0.98741 -4.14363 -1.58614
C 0.36492 -4.31134 -0.36852
N 0.17387 -3.07842 0.12329
N 0.61471 -2.11967 -0.70567
C 1.12211 -2.75486 -1.75454
H 0.06930 -5.19942 0.16779
H -0.33794 -2.81002 0.97165
H 1.51883 -2.20838 -2.59704
*
```

Output
LUMO energy = 3.46 eV
orbital gap = 5.92 eV
maximum force = 0.0290 Eh/bohr
electronic energy = -6730.358754 Eh



No. 5
Molecular formula: C4H9NO2
Method: DFT, ωB97M-V/def2-TZVPD

Structure (ORCA input):
```
! RIJCOSX wB97M-V def2-TZVPD def2/J DEFGRID3
* xyz 0 1
C -0.48649 -0.15675 0.26650
C 0.27496 0.84764 -0.69943
C 0.32902 2.25992 -0.02323
O 1.64247 0.58052 -0.97734
C -0.03270 -1.59634 0.33361
N -0.99654 -2.54965 0.47773
O 1.14744 -1.92292 0.29300
H -0.47698 0.27159 1.26586
H -1.52175 -0.09783 -0.07911
H -0.31916 0.93010 -1.61263
H 0.87554 2.01066 0.89060
H 0.97158 2.83526 -0.67863
H -0.64266 2.62752 0.29275
H 1.80410 -0.32406 -0.65746
H -1.95126 -2.23584 0.41669
H -0.61759 -3.47982 0.49107
*
```

Output
LUMO energy = 0.72 eV
orbital gap = 10.66 eV
maximum force = 0.0447 Eh/bohr
electronic energy = -363.053941 Eh
SMILES string = C[C@@H](O)CC(N)=O



No. 6
Molecular formula: H4INSi
Method: DFT, ωB97M-V/def2-TZVPD

Structure (ORCA input):
```
! RIJCOSX wB97M-V def2-TZVPD def2/J DEFGRID3
* xyz 0 1
N 0.57949 -0.93452 -0.19374
Si 0.93065 0.64544 -0.04195
I -3.26446 -0.74456 0.11420
H -1.69643 -0.57854 0.20626
H 1.30308 -1.63758 0.09171
H 0.01465 1.85258 0.21808
H 2.13303 1.39719 -0.39456
*
```

Output
LUMO energy = -0.52 eV
orbital gap = 9.09 eV
maximum force = 0.0338 Eh/bohr
electronic energy = -644.261959 Eh
SMILES string = N=[SiH2].I



No. 7
Molecular formula: C25H43AuN2S2SbSe
Method: DFT, ωB97M-V/def2-TZVPD

Structure (ORCA input):
```
! RIJCOSX wB97M-V def2-TZVPD def2/J DEFGRID3
* xyz 1 3
Au -0.67941 -1.25106 -0.90261
C -1.93359 -3.73885 2.93071
C -1.72426 -3.11020 1.57357
S -0.39761 -2.08817 1.43071
C -2.59711 -3.43308 0.52748
C -3.68221 -4.46067 0.72443
S -2.50353 -2.79796 -1.04033
H -1.17648 -3.39894 3.63205
H -1.87886 -4.82745 2.86406
H -2.91534 -3.48390 3.33371
H -4.06131 -4.45852 1.74396
H -3.28632 -5.45952 0.52154
H -4.51235 -4.28885 0.04325
C 3.03573 -3.33918 2.65149
C 2.97756 -2.29158 1.54749
C 4.34672 -1.71352 1.21942
C 4.30409 -0.69763 0.08656
N 3.43285 0.44187 0.39242
C 2.24835 0.73030 -0.17480
Se 1.52293 -0.17722 -1.65313
N 1.77776 1.86713 0.38063
C 0.55701 2.58139 0.00651
C -0.47123 2.68795 1.12589
C -0.83362 1.35265 1.75481
C -2.00975 1.45483 2.71667
C 2.69308 2.32522 1.32556
C 2.70770 3.46358 2.12336
C 3.81242 3.64005 2.93505
C 4.87006 2.71956 2.94550
C 4.85789 1.59616 2.14159
C 3.74279 1.41884 1.33259
H 2.04068 -3.72496 2.87410
H 3.44602 -2.91604 3.57050
H 3.66602 -4.18110 2.36021
H 2.30827 -1.48292 1.85595
H 2.54054 -2.72393 0.64195
H 5.02667 -2.51137 0.90942
H 4.78167 -1.26696 2.11778
H 3.91757 -1.15522 -0.82134
H 5.29571 -0.29788 -0.12929
H 0.14302 2.03764 -0.83898
H 0.85324 3.57527 -0.33684
H -1.36303 3.14344 0.68351
H -0.13059 3.38024 1.89898
H 0.03425 0.94131 2.27914
H -1.07340 0.63921 0.96002
H -1.80329 2.16679 3.51792
H -2.22211 0.48833 3.17396
H -2.91164 1.78923 2.20028
H 1.90543 4.18659 2.10609
H 3.86626 4.51254 3.57123
H 5.71852 2.89750 3.59152
H 5.68297 0.89804 2.13945
C -0.75527 2.95123 -3.53661
C -2.09300 2.44748 -3.00166
Sb -2.14958 0.36250 -2.47480
C -4.25461 0.13825 -2.15425
C -5.09785 0.77645 -3.25695
C -1.99648 -0.54766 -4.39670
C -0.55299 -0.85415 -4.79407
H -0.84206 3.99741 -3.83402
H -0.43618 2.38787 -4.41379
H 0.04102 2.88270 -2.79896
H -2.86911 2.53372 -3.76274
H -2.42498 3.00643 -2.12596
H -4.48725 0.55933 -1.17528
H -4.43036 -0.93357 -2.08411
H -4.98592 1.85998 -3.28197
H -6.15462 0.56398 -3.09023
H -4.83949 0.38634 -4.24242
H -2.48857 0.10727 -5.11701
H -2.58746 -1.46379 -4.33412
H 0.06357 0.04492 -4.82759
H -0.51452 -1.32184 -5.77831
H -0.09103 -1.54376 -4.08419
*
```

Output
LUMO energy (spin up / spin down) = -2.23 / -4.53 eV
orbital gap (spin up / spin down) = 7.23 / 6.24 eV
maximum force = 0.0088 Eh/bohr
electronic energy = -4661.472521 Eh



No. 8
Molecular formula: C2H3BeLiO
Method: DFT, ωB97M-V/def2-TZVPD

Structure (ORCA input):
```
! RIJCOSX wB97M-V def2-TZVPD def2/J DEFGRID3
* xyz 1 2
O 1.55237 0.70589 0.44734
C 0.91194 0.28025 -0.58253
Be 0.39952 0.22787 1.29278
Li 0.20984 -1.04814 -1.03492
H 1.10685 0.90427 -1.48881
C -1.00880 -0.20064 0.59321
H -1.46636 -1.16476 0.87410
H -1.70537 0.29525 -0.10116
*
```

Output
LUMO energy (spin up / spin down) = -5.24 / -6.06 eV
orbital gap (spin up / spin down) = 8.17 / 8.38 eV
maximum force = 0.1348 Eh/bohr
electronic energy = -175.124893 Eh



No. 9
Molecular formula: C16H22N4PdS2
Method: DFT, ωB97M-V/def2-TZVPD

Structure (ORCA input):
```
! RIJCOSX wB97M-V def2-TZVPD def2/J DEFGRID3
* xyz 0 1
Pd -0.67520 0.29052 -0.80480
C 0.47887 -2.23595 0.09528
N -0.71226 -1.78168 -0.66706
C -1.94967 -2.08159 0.09530
C -2.16294 -1.02821 1.18325
N -2.19942 0.33084 0.59242
C -3.46190 0.55501 -0.15780
C -2.01466 1.43629 1.52981
C -2.60104 1.42801 2.78539
C -2.46196 2.52885 3.61608
C -1.75533 3.63653 3.16236
C -1.18521 3.64360 1.90113
C -1.29687 2.53709 1.05739
S -0.56725 2.54196 -0.55399
C -0.62901 -2.34374 -2.01373
C -1.12013 -3.60688 -2.29957
C -0.94938 -4.14542 -3.56631
C -0.25632 -3.41583 -4.52364
C 0.24727 -2.16011 -4.22627
C 0.06452 -1.58979 -2.96556
S 0.69665 0.02674 -2.60344
H 0.46635 -3.32752 0.17361
H 0.49022 -1.79583 1.09079
H 1.36959 -1.91681 -0.44207
H -1.88378 -3.06530 0.57192
H -2.78357 -2.10971 -0.60380
H -1.34255 -1.05120 1.90118
H -3.08865 -1.25281 1.72430
H -4.31820 0.42040 0.51127
H -3.53642 -0.12812 -1.00065
H -3.45200 1.57258 -0.53996
H -3.16017 0.56320 3.12199
H -2.89970 2.52189 4.60487
H -1.64000 4.50140 3.80287
H -0.62607 4.50464 1.55790
H -1.64063 -4.17307 -1.53583
H -1.34822 -5.12310 -3.79990
H -0.11283 -3.82591 -5.51506
H 0.77778 -1.59201 -4.97989
N 2.42340 -0.29340 2.24977
N 1.75121 0.84660 1.70243
H 3.09085 0.04482 2.93024
H 2.94805 -0.79074 1.53787
H 2.13201 1.11798 0.80272
H 0.78290 0.59457 1.54721
*
```

Output
LUMO energy = 0.43 eV
orbital gap = 7.83 eV
maximum force = 0.0060 Eh/bohr
electronic energy = -1766.177340 Eh



> electronic energy of number 1 (C32H44BFN8O)?

-1883.647149 Eh